{"formula": "C37H101N15O11", "method": "wB97M-V/def2-TZVPD", "smiles": "CC1(C)CCCC(C)(C)N1O.COC[C@H](C)N.COC[C@H](C)N.COC[C@H](C)N.COC[C@H](C)N.COC[C@H](C)N.COC[C@H](C)N.NC(N)=O.NC(N)=O.NC(N)=O.NC(N)=O", "homo_energy_ev": -8.13, "gap_ev": 8.227, "energy_ev": -84881.1705, "spin_multiplicity": 1, "elements": ["O", "O", "O", "O", "O", "O", "O", "O", "O", "O", "O", "N", "N", "N", "N", "N", "N", "N", "N", "N", "N", "N", "N", "N", "N", "N", "C", "C", "C", "C", "C", "C", "C", "C", "C", "C", "C", "C", "C", "C", "C", "C", "C", "C", "C", "C", "C", "C", "C", "C", "C", "C", "C", "C", "C", "C", "C", "C", "C", "C", "C", "C", "C", "H", "H", "H", "H", "H", "H", "H", "H", "H", "H", "H", "H", "H", "H", "H", "H", "H", "H", "H", "H", "H", "H", "H", "H", "H", "H", "H", "H", "H", "H", "H", "H", "H", "H", "H", "H", "H", "H", "H", "H", "H", "H", "H", "H", "H", "H", "H", "H", "H", "H", "H", "H", "H", "H", "H", "H", "H", "H", "H", "H", "H", "H", "H", "H", "H", "H", "H", "H", "H", "H", "H", "H", "H", "H", "H", "H", "H", "H", "H", "H", "H", "H", "H", "H", "H", "H", "H", "H", "H", "H", "H", "H", "H", "H", "H", "H", "H", "H", "H", "H", "H"], "coordinates": [[-0.15649, -0.48298, 1.78782], [1.37225, -6.38581, -1.15413], [-1.73560, -3.76251, 4.89260], [-2.82571, 4.84878, -1.68164], [0.05838, 4.49355, 1.33327], [2.67442, -2.46085, 4.39195], [3.91583, 1.74262, 3.74765], [-2.23087, -0.58251, -0.73627], [-4.48769, 3.67556, 1.59399], [2.26125, 2.20329, -1.19281], [2.72543, 0.50857, -4.52420], [-1.90038, -1.58649, 4.24170], [3.45525, 3.29173, 1.27461], [0.92374, 6.60130, 1.00477], [-2.60122, -1.94150, -0.86056], [-2.44966, 3.46715, -4.10470], [5.90635, -2.33139, 6.15566], [0.01626, 5.94760, 3.03331], [2.62167, 0.48775, -7.45738], [2.33734, 3.07767, -3.25529], [-5.53519, 4.37177, -1.14577], [1.70030, -0.16635, 0.51157], [1.60784, 4.35400, -1.46943], [0.21316, 1.51630, 0.76619], [-1.47041, -3.16269, 2.70188], [0.67861, -5.36012, 2.31280], [-5.03069, -1.56263, -1.55159], [3.01614, -0.23504, -3.35368], [4.36096, 1.46894, 5.06403], [1.62435, -0.04056, -5.23131], [-3.31476, 3.40121, 2.31715], [1.75460, -1.39102, 4.06760], [1.91009, -4.17504, 0.53908], [-2.25721, -4.09950, -1.96320], [-4.00680, -2.13325, -0.52039], [-1.97497, -2.57867, -2.00102], [1.94574, -7.53683, -1.73501], [-5.85171, 3.18597, -0.35063], [-1.66238, 4.03292, -1.84908], [2.13764, 3.20878, -1.93879], [0.27791, -0.05051, -7.28967], [4.48202, 2.23085, 1.49760], [-4.21554, -3.63743, -0.35567], [-1.71835, -2.90494, 4.00804], [-4.71594, 2.71600, 0.55934], [-4.34031, -1.54144, 0.84162], [0.77826, -5.16274, 0.85241], [-2.64528, 5.84417, -0.68704], [-2.44832, -1.99405, -3.34887], [3.74595, -1.93312, 5.11382], [4.63896, -2.96904, 5.82707], [-6.23294, 2.05053, -1.30445], [0.31514, 5.63464, 1.76113], [-2.06241, 2.92067, -2.80359], [-0.91169, 1.97762, -3.10611], [1.43044, 0.61761, -6.58938], [4.90249, 2.39263, 2.95544], [5.59234, 2.37224, 0.44499], [-3.71035, -4.46013, -1.58212], [3.90018, -3.60413, 6.99556], [0.53210, 0.26905, 1.06205], [-0.42999, -2.48120, -1.90410], [1.09654, -6.51503, 0.21733], [5.04025, 3.41985, 3.30184], [6.37670, 1.66002, 0.69932], [-2.20866, -0.93054, -3.35806], [-3.09350, 2.88768, -4.62597], [-0.08509, -2.85475, -2.87420], [-7.11678, 2.31069, -1.88252], [0.38037, 6.79478, 3.42461], [1.83755, -1.11460, -5.33272], [-2.57349, 2.80700, 1.77676], [-1.81773, -1.25246, 5.18438], [1.20021, -8.29828, -1.98262], [1.99258, -1.12068, 0.54756], [-5.17098, 5.11340, -0.55161], [3.46730, 0.98287, 5.46018], [0.13881, -7.04727, 0.31061], [-6.46174, 1.16863, -0.70414], [1.33265, 6.39879, 0.11698], [2.32671, 0.77164, -8.38172], [-0.48398, 1.48953, -2.22291], [-0.15634, -1.42434, -1.95308], [0.24806, 0.14849, -8.36052], [3.05040, 3.12741, 0.35239], [1.26522, 4.94853, -2.20396], [-0.72519, 1.76486, 1.02810], [2.22025, -0.08116, -2.61292], [-4.65990, 4.15458, -1.63378], [5.11878, 2.18969, -0.51758], [-1.29015, 1.12051, -3.67225], [5.75912, -1.47145, 6.67190], [1.23077, 4.42055, -0.53322], [-5.32055, -1.82497, 1.22579], [-2.91662, 4.36342, -3.99673], [-3.69811, -3.98884, 0.54016], [0.46366, -1.11973, -7.14475], [-0.34538, 5.13763, 3.51029], [-5.38980, 1.85884, -1.97024], [1.23787, -6.18573, 2.50248], [-2.56734, 5.35360, 0.28650], [3.34630, 1.10108, -7.10877], [3.88462, 0.14693, -2.82049], [-5.45174, -2.27660, -2.26091], [2.83511, -4.55087, 0.98148], [-0.18782, -4.83922, 0.45313], [2.10082, 0.53048, -0.09996], [-3.52006, -2.12404, -3.48560], [0.71491, -0.04649, -4.61868], [-0.16779, 2.43271, -3.75591], [3.04317, -1.30383, -3.57543], [0.99593, -1.86815, 3.46225], [2.35162, -0.53919, 3.73512], [-4.31726, -4.34265, -2.48855], [0.74270, 2.08547, 0.12873], [3.02182, -4.18205, 6.70899], [-3.91070, -5.51906, -1.40040], [4.52325, 2.37797, 5.65206], [5.21570, 0.79882, 5.17339], [2.67085, -7.98208, -1.04669], [-4.51075, -0.80003, -2.13077], [6.51624, -2.95988, 6.65683], [-2.88166, 2.34502, -2.35635], [1.64547, -3.18740, 0.90825], [-0.72740, 0.11571, -6.90117], [-1.46794, -2.44588, 1.99864], [4.94451, -3.74276, 5.11560], [-1.56976, -0.60147, -0.03365], [-3.47333, 6.54867, -0.66991], [3.93140, 1.29355, 1.38542], [2.11292, 3.80221, -3.91188], [-1.64174, -4.69514, -1.28765], [-1.73809, -0.92093, 3.50292], [1.13444, 7.42380, 1.53892], [2.67169, 2.17054, -3.58597], [0.00418, -3.08665, -1.11745], [1.27938, -1.05364, 4.99806], [-3.66220, -1.87887, 1.63237], [2.47127, -7.22837, -2.63685], [-6.68345, 3.47380, 0.29990], [1.32803, 1.69416, -6.39509], [-0.91902, 4.67194, -2.34437], [-1.30382, 3.75988, -0.85275], [-1.21743, -4.12151, 2.50485], [4.55314, -4.32231, 7.50879], [-2.88485, 4.34849, 2.63806], [1.85523, -7.00899, 0.83361], [-5.87827, -1.12761, -1.02283], [-4.90716, 1.75177, 1.04054], [2.73107, 3.17097, 1.97425], [-3.82368, 2.64035, -0.07550], [-2.00161, -2.50862, -4.20201], [3.36949, -1.30350, 5.93254], [-1.72930, 6.41480, -0.87146], [5.99067, 3.38529, 0.49165], [2.07888, -4.25186, -0.53827], [1.11970, -4.61341, 2.83198], [3.65621, -2.92255, 7.81545], [-4.26235, -0.45134, 0.85819], [-2.11027, -4.46604, -2.98087], [-5.26216, -3.90077, -0.19323], [4.47231, -1.34089, 4.54533], [-3.57887, 2.76762, 3.17692], [5.88442, 1.90244, 3.03466]], "forces_ev_per_a": [[-0.26, 0.68, -0.70], [0.58, 0.17, 0.10], [-0.01, 0.53, -0.59], [0.21, 0.40, -0.01], [0.27, 1.01, -0.29], [0.14, 0.33, -0.04], [1.10, 0.09, 0.00], [-0.07, 0.28, -0.52], [0.18, 0.08, -0.94], [0.48, 0.94, -0.46], [0.34, 0.41, -0.05], [-0.47, 1.25, 0.39], [0.53, 0.11, -0.39], [-0.91, 0.01, 1.36], [0.32, -0.38, 1.46], [-0.22, 1.14, -0.04], [-0.23, 0.55, -0.16], [-0.16, 0.11, -0.46], [-0.41, -0.58, 0.59], [0.69, 0.15, -0.19], [0.94, -0.11, -0.11], [-0.28, 1.25, -0.10], [0.44, 0.81, -0.76], [-1.26, 1.01, 0.21], [-0.12, -1.04, -0.20], [-0.26, -0.78, -0.51], [0.40, 0.25, 0.10], [-1.02, 0.03, 0.67], [-1.56, 0.11, 0.22], [0.40, -0.98, 0.16], [-0.37, -0.53, 0.66], [0.68, -0.96, 1.36], [-0.42, -0.91, -0.68], [-1.48, -0.71, 0.14], [-1.20, -0.76, -0.19], [0.43, -1.01, -0.14], [0.13, -0.03, 0.22], [-0.32, 0.12, 0.27], [-0.89, 0.94, -0.59], [-1.19, -2.30, 0.91], [-0.40, -0.76, 0.06], [-1.21, 1.70, 0.05], [0.38, -1.18, -1.13], [0.45, -0.67, 0.60], [-0.02, 0.52, 0.09], [0.75, 0.73, 0.91], [1.27, 0.51, 0.43], [0.38, -0.35, 0.07], [-0.04, -0.18, 0.16], [1.15, -0.30, 1.06], [-0.54, -0.40, -0.49], [-0.12, 0.33, 0.78], [0.38, -1.69, -1.43], [0.37, -0.65, -0.24], [-0.10, -1.12, 0.24], [0.74, 0.79, 0.37], [0.62, -1.17, -0.52], [-0.73, -0.03, 1.25], [-0.53, 0.62, -0.13], [0.61, -0.82, 0.78], [0.65, -2.74, 0.65], [-0.93, 0.69, -1.51], [-1.87, 0.21, 0.21], [-0.17, 0.22, -0.37], [0.10, -0.09, -0.46], [-0.04, 0.04, -0.22], [0.09, -0.30, 0.19], [0.22, -0.32, 0.17], [0.08, 0.07, -0.11], [-0.21, -0.22, 0.68], [0.06, 0.00, -0.50], [0.04, 0.31, -0.42], [-0.12, -0.16, 0.04], [-0.10, 0.04, 0.00], [-0.03, -0.09, 0.09], [-0.56, -0.03, 0.38], [0.34, -0.13, 0.55], [0.30, -0.63, 0.21], [0.09, -0.18, -0.25], [0.23, 0.04, -0.02], [0.37, 0.17, -0.09], [0.20, 0.40, 0.08], [0.32, -0.04, 0.67], [0.10, 0.09, 0.02], [-0.11, -0.01, 0.52], [-0.21, 0.43, 0.42], [0.16, 0.42, 0.05], [-0.26, -0.15, -0.12], [-0.53, -0.03, -0.30], [0.38, -0.07, -0.20], [-0.19, 0.14, -0.15], [0.18, -0.16, 0.28], [-0.19, -0.36, 0.03], [-0.20, -0.04, -0.51], [-0.03, -0.12, 0.10], [0.24, 0.09, -0.02], [-0.13, -0.07, -0.41], [0.10, 0.48, 0.66], [-0.07, -0.20, -0.07], [-0.17, 0.02, 0.48], [0.04, 0.15, 0.16], [0.11, -0.02, -0.22], [0.42, -0.09, -0.63], [0.27, -0.25, 0.08], [-0.05, 0.20, 0.34], [0.12, 0.28, 0.02], [0.61, -0.58, -0.28], [-0.02, 0.10, 0.13], [-0.14, 0.59, -0.01], [0.13, 0.22, 0.30], [0.44, 0.00, 0.01], [0.04, 0.64, -0.61], [-0.47, -0.01, -0.93], [-0.31, 0.69, 0.23], [0.15, 0.00, -0.10], [-0.14, 0.30, -0.18], [0.72, -0.12, 0.31], [0.19, 0.13, -0.15], [0.14, 0.03, -0.47], [0.06, -0.05, -0.06], [-0.34, 0.29, 0.06], [-0.02, 0.12, 0.22], [0.04, 0.05, 0.23], [0.21, 0.15, -0.12], [0.18, 0.40, 0.26], [0.23, -0.03, -0.08], [-0.49, -0.15, -0.09], [0.03, 0.06, 0.23], [-0.18, -0.19, -0.24], [0.66, -0.50, 0.21], [0.13, 0.01, -0.06], [0.55, 0.54, 0.00], [0.25, -0.01, 0.04], [0.48, 0.36, -0.71], [-0.33, 0.39, -0.22], [0.01, 0.35, 0.28], [-0.13, -0.07, 0.05], [0.21, -0.16, -0.27], [-0.10, -0.01, -0.05], [-0.16, -0.30, -0.05], [-0.77, -0.03, 0.04], [0.26, -0.16, 0.06], [0.15, -0.54, -0.18], [-0.02, 0.14, -0.20], [0.10, -0.11, -0.25], [0.10, -0.07, 0.11], [0.39, -0.15, -0.50], [0.06, 0.13, -0.06], [-0.15, -0.15, -0.23], [-0.18, -0.03, -0.15], [0.21, -0.19, 0.11], [0.35, 0.15, 0.10], [-0.13, 0.26, -0.06], [0.08, 0.02, -0.01], [0.05, 0.02, -0.15], [-0.04, 0.76, -0.02], [-0.04, 0.27, -0.03], [-0.25, 0.41, -0.40], [-0.17, -0.02, -0.20], [0.37, -0.14, 0.08], [-0.15, 0.39, -0.03], [-0.49, 0.18, -0.60], [0.16, 0.27, 0.17], [-0.08, -0.21, 0.45]], "lowdin_charge": [-0.035, -0.190, 0.003, -0.244, -0.030, -0.173, -0.197, -0.021, -0.183, -0.070, -0.223, 0.155, 0.043, 0.178, -0.089, 0.052, 0.027, 0.174, 0.042, 0.200, 0.052, 0.203, 0.192, 0.206, 0.168, 0.047, -0.017, -0.097, -0.119, -0.208, -0.117, -0.065, -0.049, -0.121, -0.500, -0.495, -0.100, -0.425, -0.179, -0.628, -0.062, -0.415, -0.129, -0.705, -0.193, -0.037, -0.422, -0.086, -0.021, -0.258, -0.437, -0.054, -0.653, -0.416, -0.066, -0.437, -0.206, -0.046, -0.163, -0.070, -0.659, -0.007, -0.226, 0.127, 0.074, 0.064, 0.077, 0.087, 0.078, 0.104, 0.126, 0.065, 0.101, 0.087, 0.086, 0.050, 0.076, 0.135, 0.066, 0.082, 0.062, 0.074, 0.067, 0.077, 0.010, 0.098, 0.092, 0.069, 0.045, 0.062, 0.058, 0.067, 0.061, 0.095, 0.071, 0.113, 0.086, 0.117, 0.069, 0.066, 0.077, 0.068, 0.093, 0.075, 0.090, 0.107, 0.053, 0.065, 0.117, 0.063, 0.095, 0.058, 0.078, 0.097, 0.055, 0.079, 0.105, 0.089, 0.081, 0.085, 0.067, 0.069, 0.125, 0.056, 0.080, 0.059, 0.138, 0.061, 0.092, 0.119, 0.113, 0.100, 0.068, 0.097, 0.083, 0.059, 0.090, 0.066, 0.087, 0.139, 0.133, 0.114, 0.110, 0.072, 0.068, 0.077, 0.124, 0.066, 0.117, 0.060, 0.114, 0.084, 0.115, 0.085, 0.078, 0.071, 0.066, 0.077, 0.063, 0.116, 0.121, 0.115, 0.093, 0.121]}